Entry from OMol25: 2 unconnected molecules or ions with the total composition C2H6NO2 (the ωB97M-V functional and the def2-TZVPD basis).

E_tot: -7756.75517 eV
Charge: -1
HOMO level: -0.1370 Eh

Last column: Löwdin charge in e.
Element x y z (Å)
C1 -1.886 0.173 -1.384  -0.21
O1 -1.568 -0.515 -0.185  -0.17
H1 -2.020 -0.561 -2.220  0.06
H2 -2.801 0.749 -1.300  0.06
H3 -0.996 0.706 -1.721  0.06
C2 1.536 0.321 0.609  -0.64
N1 1.242 -0.646 -0.281  -0.05
O2 1.035 0.553 1.704  -0.12
H4 2.441 0.901 0.265  0.07
H5 -0.616 -0.675 -0.294  -0.02
H6 1.895 -0.472 -1.028  -0.03

Entry from OMol25: 7 unconnected molecules or ions with the total composition C35H87IN8O8P (the ωB97M-V functional and the def2-TZVPD basis).

E_tot: -83383.41557 eV
Charge: +1
HOMO level: -0.3924 Eh

Last column: Löwdin charge in e.
Element x y z (Å)
C1 3.432 0.441 3.682  0.14
C2 2.701 -0.167 2.904  -0.13
C3 1.756 -0.719 1.764  -0.70
I1 1.384 -2.850 2.139  1.00
N1 2.558 -0.642 0.499  0.01
C4 1.774 -0.451 -0.754  -0.15
C5 0.682 0.698 -0.702  -0.41
P1 1.350 2.446 -0.453  0.87
N2 1.287 3.182 -2.071  -0.18
O1 3.009 2.475 -0.062  -0.34
C6 -0.375 0.259 0.450  -0.15
C7 0.452 0.181 1.809  -0.33
C8 -0.565 -0.258 2.987  -0.15
C9 -1.240 1.023 3.671  -0.21
O2 -0.355 1.548 4.688  -0.20
C10 -0.736 2.906 5.017  -0.26
C11 0.227 3.511 6.153  -0.07
H1 4.155 1.207 4.086  0.08
H2 3.329 0.046 0.635  0.17
H3 3.051 -1.563 0.403  0.08
H4 1.268 -1.413 -1.076  0.14
H5 2.524 -0.155 -1.566  0.15
H6 0.154 0.689 -1.717  0.12
H7 1.493 4.181 -1.953  0.04
H8 0.328 3.093 -2.445  0.02
H9 3.508 2.252 -0.885  0.06
H10 -0.670 -0.810 0.160  0.12
H11 -1.274 0.937 0.487  0.13
H12 0.763 1.248 2.063  0.13
H13 -0.009 -0.793 3.829  0.10
H14 -1.339 -0.937 2.512  0.12
H15 -1.515 1.831 2.921  0.12
H16 -2.189 0.628 4.172  0.12
H17 -0.773 3.580 4.096  0.12
H18 -1.793 2.950 5.459  0.11
H19 0.771 2.698 6.725  0.08
H20 -0.392 4.089 6.917  0.08
H21 0.942 4.261 5.691  0.07
C12 -4.868 -0.502 7.576  -0.07
C13 -3.403 -0.172 7.849  -0.42
C14 -3.186 0.675 9.117  -0.20
O3 -3.521 2.049 8.972  -0.19
C15 -4.905 2.335 9.093  -0.10
N3 -2.833 0.480 6.663  0.05
H22 -5.419 0.341 7.159  0.06
H23 -4.943 -1.319 6.853  0.08
H24 -5.374 -0.824 8.491  0.08
H25 -2.881 -1.123 7.999  0.14
H26 -2.117 0.659 9.352  0.12
H27 -3.700 0.242 9.984  0.12
H28 -5.399 1.685 9.820  0.09
H29 -5.393 2.259 8.119  0.07
H30 -5.005 3.369 9.429  0.09
H31 -1.833 0.607 6.807  0.07
H32 -3.194 1.434 6.640  0.07
C16 6.455 -4.563 1.254  -0.06
C17 6.045 -3.900 -0.058  -0.41
C18 7.223 -3.290 -0.839  -0.20
O4 7.704 -2.061 -0.311  -0.19
C19 8.587 -2.197 0.794  -0.10
N4 5.008 -2.896 0.219  0.02
H33 6.660 -3.840 2.045  0.07
H34 5.653 -5.211 1.617  0.08
H35 7.344 -5.183 1.118  0.09
H36 5.605 -4.679 -0.689  0.14
H37 6.871 -3.055 -1.849  0.12
H38 8.043 -4.008 -0.956  0.13
H39 9.217 -3.086 0.710  0.09
H40 8.023 -2.215 1.728  0.07
H41 9.231 -1.316 0.818  0.09
H42 4.665 -2.529 -0.669  0.07
H43 5.471 -2.093 0.648  0.07
C20 3.061 -7.173 6.027  -0.07
C21 2.430 -6.227 5.009  -0.43
C22 0.889 -6.247 5.018  -0.21
O5 0.311 -7.385 4.392  -0.19
C23 0.268 -8.548 5.205  -0.10
N5 2.966 -6.537 3.677  0.04
H44 3.030 -8.215 5.708  0.07
H45 4.113 -6.918 6.177  0.08
H46 2.560 -7.096 6.996  0.08
H47 2.743 -5.212 5.274  0.13
H48 0.538 -5.387 4.436  0.10
H49 0.491 -6.120 6.031  0.12
H50 0.101 -8.308 6.258  0.09
H51 1.187 -9.125 5.086  0.08
H52 -0.557 -9.171 4.855  0.09
H53 2.623 -5.842 3.017  0.03
H54 2.522 -7.401 3.365  0.07
C24 -3.482 1.648 -6.203  -0.06
C25 -2.993 0.877 -4.981  -0.42
C26 -3.098 1.672 -3.665  -0.20
O6 -2.097 2.670 -3.499  -0.22
C27 -2.361 3.887 -4.184  -0.10
N6 -1.618 0.420 -5.223  0.04
H55 -2.763 2.394 -6.547  0.07
H56 -3.651 0.964 -7.038  0.08
H57 -4.428 2.155 -5.995  0.08
H58 -3.632 -0.006 -4.880  0.14
H59 -2.951 0.970 -2.837  0.11
H60 -4.098 2.102 -3.533  0.12
H61 -3.427 4.122 -4.211  0.09
H62 -1.953 3.845 -5.195  0.08
H63 -1.841 4.689 -3.656  0.09
H64 -1.332 -0.179 -4.450  0.07
H65 -1.008 1.234 -5.133  0.07
C28 -5.895 9.133 -5.555  -0.07
C29 -5.331 7.883 -4.888  -0.43
C30 -3.806 7.729 -5.054  -0.21
O7 -3.395 7.288 -6.342  -0.20
C31 -3.336 8.311 -7.324  -0.10
N7 -6.050 6.707 -5.396  0.04
H66 -5.980 9.032 -6.638  0.07
H67 -6.899 9.343 -5.177  0.08
H68 -5.273 10.007 -5.341  0.08
H69 -5.534 7.969 -3.816  0.13
H70 -3.470 6.951 -4.359  0.11
H71 -3.276 8.647 -4.771  0.12
H72 -3.021 9.269 -6.903  0.09
H73 -4.302 8.411 -7.822  0.08
H74 -2.609 8.007 -8.080  0.09
H75 -5.745 5.887 -4.877  0.06
H76 -5.713 6.531 -6.343  0.07
C32 0.305 -3.111 -8.739  -0.07
C33 0.789 -3.877 -7.511  -0.43
C34 0.682 -3.074 -6.201  -0.21
O8 1.684 -2.076 -6.036  -0.20
C35 1.426 -0.864 -6.729  -0.11
N8 2.162 -4.339 -7.751  0.04
H77 1.026 -2.370 -9.085  0.06
H78 0.135 -3.800 -9.571  0.08
H79 -0.640 -2.600 -8.535  0.08
H80 0.147 -4.758 -7.406  0.14
H81 0.825 -3.770 -5.368  0.12
H82 -0.318 -2.640 -6.075  0.11
H83 0.359 -0.627 -6.762  0.07
H84 1.839 -0.912 -7.738  0.08
H85 1.944 -0.059 -6.202  0.08
H86 2.447 -4.935 -6.976  0.07
H87 2.775 -3.528 -7.666  0.07

Entry from OMol25: a single C5H6N2O3 molecule (the ωB97M-V functional and the def2-TZVPD basis).

E_tot: -14398.35420 eV
HOMO level (alpha / beta): -0.2913 / -0.3284 Eh

Last column: Löwdin charge in e.
Element x y z (Å)
C1 1.039 1.486 -0.347  -0.12
C2 -1.313 1.556 -0.020  -0.26
C3 1.234 0.094 -0.798  -0.19
C4 0.912 -0.780 0.474  -0.16
C5 -0.556 -0.790 0.861  -0.05
N1 -0.136 1.904 0.161  0.14
N2 -1.525 -1.234 -0.017  -0.46
O1 -2.667 -1.256 0.418  0.03
O2 -2.462 1.408 0.039  0.22
O3 -1.217 -1.550 -1.189  0.00
H1 1.894 2.226 -0.030  0.15
H2 0.443 -0.055 -1.639  0.14
H3 2.295 -0.175 -1.192  0.14
H4 1.449 -1.773 0.123  0.16
H5 1.593 -0.483 1.252  0.10
H6 -0.980 -0.577 1.904  0.16

Entry from OMol25: 2 unconnected molecules or ions with the total composition C2H5ClOS (the ωB97M-V functional and the def2-TZVPD basis).

E_tot: -27557.35726 eV
HOMO level: -0.3306 Eh

Last column: Löwdin charge in e.
Element x y z (Å)
C1 -1.495 -0.865 -0.094  -0.54
C2 1.750 0.675 0.781  -0.52
O1 0.818 1.555 0.985  -0.13
S1 1.759 0.092 -0.887  0.69
Cl1 -2.192 0.582 -0.798  0.50
H1 -0.839 -0.484 0.678  0.00
H2 -2.232 -1.395 0.309  -0.03
H3 -0.810 -1.542 -0.686  0.06
H4 0.302 1.854 0.190  0.08
H5 2.939 -0.473 -0.476  -0.11

Entry from OMol25: a single C18H20ClNO2 molecule (the ωB97M-V functional and the def2-TZVPD basis).

SMILES: CCCOc1ccc(C(=O)CCNc2cccc(Cl)c2)cc1
E_tot: -37098.24627 eV
HOMO level: -0.2903 Eh

Last column: Löwdin charge in e.
Element x y z (Å)
C1 5.520 1.902 1.264  -0.10
C2 5.356 3.399 1.502  -0.22
C3 3.952 3.797 1.964  -0.20
O1 2.996 3.691 0.924  -0.03
C4 2.235 2.589 0.753  -0.26
C5 1.397 2.624 -0.370  0.01
C6 0.558 1.576 -0.665  -0.02
C7 0.511 0.451 0.163  -0.16
C8 -0.375 -0.708 -0.060  -0.37
O2 -0.596 -1.516 0.822  0.08
C9 -1.069 -0.834 -1.399  -0.09
C10 -2.501 -0.263 -1.252  -0.18
N1 -3.330 -1.062 -0.391  0.02
C11 -3.819 -2.296 -0.764  -0.26
C12 -4.236 -3.185 0.234  -0.03
C13 -4.804 -4.397 -0.088  -0.09
C14 -4.976 -4.774 -1.412  -0.13
C15 -4.559 -3.897 -2.396  -0.68
Cl1 -4.752 -4.336 -4.062  0.66
C16 -3.986 -2.675 -2.098  -0.06
C17 1.335 0.431 1.289  0.00
C18 2.190 1.470 1.584  -0.01
H1 6.530 1.689 0.924  0.07
H2 4.824 1.551 0.505  0.07
H3 5.346 1.343 2.181  0.07
H4 5.574 3.939 0.579  0.11
H5 6.065 3.729 2.264  0.11
H6 3.653 3.223 2.846  0.12
H7 3.951 4.859 2.230  0.13
H8 1.431 3.501 -0.997  0.12
H9 -0.078 1.652 -1.533  0.11
H10 -1.155 -1.894 -1.647  0.12
H11 -0.531 -0.322 -2.192  0.11
H12 -2.453 0.745 -0.828  0.12
H13 -2.968 -0.192 -2.236  0.11
H14 -3.033 -1.039 0.576  0.12
H15 -4.100 -2.908 1.270  0.11
H16 -5.116 -5.068 0.699  0.11
H17 -5.417 -5.722 -1.671  0.10
H18 -3.680 -2.033 -2.907  0.10
H19 1.293 -0.435 1.934  0.12
H20 2.815 1.395 2.459  0.10

Entry from OMol25: 2 unconnected molecules or ions with the total composition CH2ClN2O2 (the ωB97M-V functional and the def2-TZVPD basis).

E_tot: -20661.91247 eV
Charge: -1
HOMO level (alpha / beta): -0.1490 / -0.1513 Eh

Last column: Löwdin charge in e.
Element x y z (Å)
C1 -1.444 0.080 -0.491  -0.58
N1 0.971 -0.689 -0.464  0.12
N2 1.705 -0.053 0.356  -0.71
O1 2.898 -0.429 0.479  -0.13
O2 1.234 0.861 1.089  -0.14
Cl1 -2.141 -0.882 0.718  0.48
H1 -1.893 -0.032 -1.447  -0.03
H2 -1.330 1.144 -0.239  0.00

Entry from OMol25: a single C16H12N2O4S molecule (the ωB97M-V functional and the def2-TZVPD basis).

SMILES: O=C(O)c1ccc(NS(=O)(=O)c2cccc3cccnc23)cc1
E_tot: -38792.62353 eV
HOMO level: -0.3162 Eh

Last column: Löwdin charge in e.
Element x y z (Å)
O1 0.759 -5.343 -0.864  0.10
C1 0.181 -4.474 -1.473  -0.50
O2 0.070 -4.511 -2.814  0.10
C2 -0.450 -3.293 -0.862  -0.15
C3 -1.091 -2.316 -1.625  -0.01
C4 -1.663 -1.218 -1.021  -0.03
C5 -1.594 -1.070 0.365  -0.30
N1 -2.176 0.021 0.987  -0.04
S1 -2.293 1.600 0.434  0.68
O3 -3.234 2.217 1.321  -0.29
O4 -2.557 1.619 -0.967  -0.26
C6 -0.693 2.342 0.786  -0.19
C7 -0.653 3.453 1.577  -0.04
C8 0.571 4.085 1.852  -0.05
C9 1.734 3.592 1.324  -0.02
C10 1.720 2.442 0.507  -0.14
C11 2.880 1.878 -0.065  -0.01
C12 2.767 0.754 -0.838  -0.03
C13 1.491 0.195 -1.033  -0.10
N2 0.399 0.690 -0.523  0.13
C14 0.480 1.797 0.232  -0.20
C15 -0.966 -2.053 1.133  -0.01
C16 -0.401 -3.152 0.525  -0.01
H1 0.495 -5.316 -3.149  0.13
H2 -1.139 -2.430 -2.697  0.12
H3 -2.148 -0.453 -1.601  0.10
H4 -2.174 0.002 1.996  0.12
H5 -1.579 3.831 1.981  0.11
H6 0.584 4.963 2.478  0.11
H7 2.680 4.074 1.524  0.12
H8 3.840 2.341 0.119  0.12
H9 3.631 0.295 -1.292  0.11
H10 1.363 -0.699 -1.629  0.11
H11 -0.925 -1.946 2.208  0.11
H12 0.093 -3.917 1.106  0.12

Entry from OMol25: a molecular structure, C13H14Br2N2O3PdS2 (the ωB97M-V functional and the def2-TZVPD basis).

E_tot: -188064.44457 eV
HOMO level: -0.2932 Eh

Last column: Löwdin charge in e.
Element x y z (Å)
Pd1 -0.983 0.992 -1.033  0.93
Br1 3.823 0.229 -2.482  0.79
C1 2.332 -0.917 -2.493  -0.61
C2 2.443 -2.195 -3.074  -0.16
C3 1.395 -3.073 -3.089  -0.63
Br2 1.610 -4.767 -3.900  0.77
C4 0.153 -2.715 -2.511  -0.19
C5 -1.016 -3.507 -2.453  -0.01
C6 -2.147 -3.014 -1.863  -0.03
C7 -2.148 -1.717 -1.320  -0.08
N1 -1.071 -0.970 -1.371  -0.02
C8 0.072 -1.434 -1.947  -0.14
C9 1.150 -0.498 -1.917  -0.40
O1 0.962 0.648 -1.311  -0.22
H1 3.387 -2.477 -3.519  0.10
H2 -1.004 -4.500 -2.881  0.09
H3 -3.052 -3.603 -1.808  0.11
H4 -3.022 -1.280 -0.856  0.12
C10 -0.521 1.819 4.393  -0.13
C11 -0.193 0.469 3.780  -0.40
S1 -0.110 0.507 1.972  0.89
O2 -1.331 1.273 1.535  -0.59
C12 1.342 1.612 1.788  -0.38
C13 0.955 3.014 1.346  -0.13
H5 -0.802 1.696 5.439  0.08
H6 -1.356 2.276 3.862  0.07
H7 0.330 2.499 4.351  0.07
H8 -0.966 -0.269 4.001  0.08
H9 0.763 0.065 4.120  0.09
H10 1.977 1.128 1.047  0.07
H11 1.864 1.625 2.746  0.08
H12 0.542 3.018 0.339  0.04
H13 1.848 3.640 1.345  0.08
H14 0.216 3.458 2.011  0.07
O3 -3.104 1.236 -1.156  -0.67
S2 -2.889 2.703 -1.548  0.75
N2 -1.447 3.031 -1.543  -0.47

What did the sixth record say?
Entry from OMol25: 2 unconnected molecules or ions with the total composition CH2ClN2O2 (the ωB97M-V functional and the def2-TZVPD basis).

E_tot: -20661.91247 eV
Charge: -1
HOMO level (alpha / beta): -0.1490 / -0.1513 Eh

Last column: Löwdin charge in e.
Element x y z (Å)
C1 -1.444 0.080 -0.491  -0.58
N1 0.971 -0.689 -0.464  0.12
N2 1.705 -0.053 0.356  -0.71
O1 2.898 -0.429 0.479  -0.13
O2 1.234 0.861 1.089  -0.14
Cl1 -2.141 -0.882 0.718  0.48
H1 -1.893 -0.032 -1.447  -0.03
H2 -1.330 1.144 -0.239  0.00

> What is the E_tot in the fourth record?

-27557.35726 eV

> Among the records above, which one has the lowest E_tot?

C13H14Br2N2O3PdS2